Molecular formula: C12H28FN4O4
Method: DFT, wB97M-V/def2-TZVPD

LUMO level	2.9	eV
total charge	-1
Kohn-Sham gap	8.6153	eV
E_HOMO	-5.76	eV
energy relative to the best compared isomer or geometry (same formula, charge and spin)	0.0	kcal per mole

Cartesian coordinates (Å):
F  -0.38993  -1.11404  0.83180
O  0.63433  1.89354  4.63542
O  1.75496  -2.89490  -1.20266
O  -1.04529  -1.46934  -2.41478
O  -3.60426  -2.01489  -0.01039
N  -2.86313  0.11942  0.17335
N  2.60898  -1.27385  0.10463
N  0.19589  1.24475  2.52924
N  0.29791  0.23291  -1.83545
C  -0.45064  -0.26188  4.30974
C  3.65660  -0.37660  0.55583
C  -5.30222  -0.38468  -0.00593
C  0.19552  1.04122  3.85959
C  -3.83465  -0.82508  0.06145
C  0.67130  2.41627  1.83846
C  4.01394  -2.37520  -1.61595
C  2.69675  -2.18295  -0.90885
C  -3.07958  1.51873  0.49637
C  -0.36035  -0.51402  -2.74592
C  1.21965  1.30538  -2.17199
C  -0.12600  -0.27580  -4.21905
H  0.16597  -0.05893  -0.86164
H  3.39961  0.64164  0.24298
H  -0.76669  -0.87223  3.46353
H  1.69073  -1.18835  0.54740
H  -4.01254  1.83656  0.03118
H  -0.02013  2.72988  1.05696
H  1.63867  2.16380  1.38979
H  -0.05505  0.44760  1.94718
H  -1.29175  0.03159  4.93411
H  3.68429  -0.36967  1.64654
H  -2.27350  2.11818  0.08134
H  -5.73106  -1.01673  -0.78574
H  -1.07685  -0.21231  -4.74831
H  4.69746  -2.75635  -0.84835
H  0.42960  -1.08710  -4.68911
H  1.66428  1.68425  -1.25250
H  2.01920  0.84997  -2.76408
H  -1.92575  -0.26854  0.36005
H  0.41881  0.63862  -4.47184
H  -5.45708  0.64646  -0.31625
H  4.45188  -1.49966  -2.09489
H  -5.83174  -0.67293  0.90016
H  0.82613  2.16131  -2.72289
H  0.87352  3.27329  2.47603
H  4.60177  -0.69588  0.12685
H  -3.22241  1.65341  1.57189
H  3.90491  -3.17104  -2.34667
H  0.30796  -0.81582  4.86136